Density functional theory data (ωB97M-V with the def2-TZVPD basis set) for the molecule CHClN4.

Element x y z (Å)
Cl -4.30268 -0.34510 -0.09453
N -2.37307 0.22139 0.20311
N -1.40966 -0.64644 0.21428
C -0.36398 0.14844 0.06166
N -0.74814 1.43743 -0.05230
N -2.03092 1.45195 0.01424
H 0.65144 -0.18407 0.02496

Values from the calculation:
**Spin multiplicity**: 1
**SMILES string**: Cln1ncnn1
**Energy relative to the best compared isomer or geometry (same formula, charge and spin)**: 67.4 kJ/mol

Here are the Mulliken charges for atoms 1 to 4, given in e:
1. Cl 0.038
2. N 0.380
3. N -0.383
4. C 0.031

***

Density functional theory data (ωB97M-V with the def2-TZVPD basis set) for a cluster of 2 separate species, CHClNP in total.

Element x y z (Å)
C 0.81517 1.60714 0.03457
N 1.33022 2.23609 0.83250
P 0.19409 0.46999 -1.21032
Cl -3.07092 0.80860 0.43941
H -0.94417 1.30825 -1.56550

Values from the calculation:
**Spin multiplicity**: 1
**Energy relative to the best compared isomer or geometry (same formula, charge and spin)**: 220.4 kJ/mol

Here are the Mulliken charges for atoms 1 to 4, given in e:
1. C 0.239
2. N -0.274
3. P 0.028
4. Cl -0.050

***

Density functional theory data (ωB97M-V with the def2-TZVPD basis set) for a cluster of 2 separate species, CHClO2S in total.

Element x y z (Å)
C 1.39915 1.48792 -3.66117
O 1.14954 1.91349 -2.63928
O 0.22261 0.54395 -0.36380
S -0.59645 1.33120 0.79781
Cl -0.02870 3.28271 0.39324
H -0.23829 0.58186 -1.31275

Values from the calculation:
**Spin multiplicity**: 1
**Energy relative to the best compared isomer or geometry (same formula, charge and spin)**: 22.7 kJ/mol

Here are the Mulliken charges for atoms 1 to 4, given in e:
1. C 0.083
2. O -0.081
3. O -0.433
4. S 0.212

***

Density functional theory data (ωB97M-V with the def2-TZVPD basis set) for the molecule CHClO3S.

Element x y z (Å)
O -1.49722 -0.41864 1.32945
C -1.23614 -0.19515 0.18808
S 0.86289 -0.15401 -0.32194
O 1.49851 -1.17550 0.32531
O 1.07195 0.03746 -1.67333
Cl 1.10493 1.67628 0.70517
H -1.80493 0.22954 -0.55275

Values from the calculation:
**Spin multiplicity**: 1
**SMILES string**: O=CS(=O)(=O)Cl
**Energy relative to the best compared isomer or geometry (same formula, charge and spin)**: 242.4 kJ/mol

Here are the Mulliken charges for atoms 1 to 4, given in e:
1. O -0.292
2. C 0.076
3. S 0.812
4. O -0.409

***

Density functional theory data (ωB97M-V with the def2-TZVPD basis set) for the molecule CHClOS2.

Element x y z (Å)
C -0.02129 0.40059 0.05705
O -1.26967 0.35766 0.30998
S 0.56237 1.91913 -0.14975
S 0.94354 -1.06403 0.08701
Cl -2.32161 -1.17390 -0.21488
H 2.10665 -0.43945 -0.08942

Values from the calculation:
**Spin multiplicity**: 3
**Energy relative to the best compared isomer or geometry (same formula, charge and spin)**: 88.5 kJ/mol

Here are the Mulliken charges for atoms 1 to 4, given in e:
1. C 0.594
2. O -0.387
3. S -0.007
4. S -0.092

***

Density functional theory data (ωB97M-V with the def2-TZVPD basis set) for a cluster of 2 separate species, CHClS2 in total.

Element x y z (Å)
C 2.01591 0.57312 0.05115
S 1.84122 -0.96998 -0.13583
S 1.81470 2.12060 0.15327
Cl -2.93864 -0.27563 0.20860
H -2.73319 -1.44811 -0.27719

Values from the calculation:
**Spin multiplicity**: 1
**Energy relative to the best compared isomer or geometry (same formula, charge and spin)**: 13.5 kJ/mol

Here are the Mulliken charges for atoms 1 to 4, given in e:
1. C 0.455
2. S -0.231
3. S -0.224
4. Cl -0.239

***

Density functional theory data (ωB97M-V with the def2-TZVPD basis set) for a structure of composition CHClS3.

Element x y z (Å)
C 0.59486 -0.16160 0.13548
S 0.82780 -1.30778 1.19557
S 0.72609 0.26623 -1.47554
S -0.92574 1.56045 0.70878
Cl -2.42931 0.50903 1.34460
H 1.20631 -0.86632 -1.90889

Values from the calculation:
**Spin multiplicity**: 1
**Energy relative to the best compared isomer or geometry (same formula, charge and spin)**: 153.8 kJ/mol

Here are the Mulliken charges for atoms 1 to 4, given in e:
1. C 0.228
2. S -0.127
3. S -0.066
4. S -0.079

***

Density functional theory data (ωB97M-V with the def2-TZVPD basis set) for a structure of composition CHCuF3NO3S2.

Element x y z (Å)
Cu -0.67502 -1.86002 2.13775
N -0.80107 -0.30469 -0.97235
S -2.05067 0.40225 -1.58969
O -2.67520 -0.48092 -2.55641
S -0.01904 0.47241 0.24201
O 0.20868 -0.53989 1.29642
O -0.57918 1.75108 0.62158
C 1.67421 0.74716 -0.53373
F 2.09832 1.95011 -0.24183
F 2.48490 -0.16530 -0.05588
F 1.52846 0.60428 -1.82909
H -1.19440 -2.57648 3.48122

Values from the calculation:
**Spin multiplicity**: 2
**Energy relative to the best compared isomer or geometry (same formula, charge and spin)**: 0.0 kJ/mol
**Total charge**: +1

Here are the Mulliken charges for atoms 1 to 4, given in e:
1. Cu 0.382
2. N -0.316
3. S 0.704
4. O -0.315

***

Density functional theory data (ωB97M-V with the def2-TZVPD basis set) for the molecule CHF2NO.

Element x y z (Å)
O -0.65407 1.93366 2.02241
C -0.45115 0.89102 1.50921
F -0.83619 -0.30608 1.91754
N 0.26215 0.53942 0.28211
F 0.79558 1.47382 -0.59403
H 0.28437 -0.32822 -0.25958

Values from the calculation:
**Spin multiplicity**: 1
**SMILES string**: O=C(F)NF
**Energy relative to the best compared isomer or geometry (same formula, charge and spin)**: 20.6 kJ/mol

Here are the Mulliken charges for atoms 1 to 4, given in e:
1. O -0.401
2. C 0.563
3. F -0.188
4. N -0.066

***

Density functional theory data (ωB97M-V with the def2-TZVPD basis set) for the molecule CHF2O2P.

Element x y z (Å)
C -0.16843 -0.30097 0.84212
O 1.12320 -0.27581 1.48004
O 2.42021 1.33116 -0.04032
F -1.10618 -0.04758 1.73427
F -0.35218 -1.54380 0.30631
P 2.47942 0.63442 1.24521
H -0.05563 0.30443 -0.00973

Values from the calculation:
**Spin multiplicity**: 3
**Energy relative to the best compared isomer or geometry (same formula, charge and spin)**: 0.0 kJ/mol

Here are the Mulliken charges for atoms 1 to 4, given in e:
1. C 0.479
2. O -0.274
3. O -0.319
4. F -0.196

***

Density functional theory data (ωB97M-V with the def2-TZVPD basis set) for a cluster of 2 separate species, CHF2P in total.

Element x y z (Å)
C 0.86312 0.33489 -0.36300
F 1.70444 -0.67221 -0.48676
F 1.37803 1.10695 0.57137
P -1.73949 -1.01898 0.31724
H -2.20609 0.24935 -0.03885

Values from the calculation:
**Spin multiplicity**: 1
**Energy relative to the best compared isomer or geometry (same formula, charge and spin)**: 334.2 kJ/mol

Here are the Mulliken charges for atoms 1 to 4, given in e:
1. C 0.140
2. F -0.090
3. F -0.109
4. P 0.006

***

Density functional theory data (ωB97M-V with the def2-TZVPD basis set) for a structure of composition CHF3FeNOS2.

Element x y z (Å)
N 2.21865 0.70912 -1.31358
S 2.13479 1.35110 0.34018
S 1.81841 -0.82494 -1.41574
C -1.92028 0.32443 0.63759
F -2.55833 -0.09499 1.78377
F -2.42983 1.58245 0.43509
F -2.53969 -0.42510 -0.34217
Fe 0.23054 -0.01143 0.82002
O 0.47874 -1.22292 -0.64500
H 2.56698 -1.38770 -0.30016

Values from the calculation:
**Spin multiplicity**: 6
**Energy relative to the best compared isomer or geometry (same formula, charge and spin)**: 0.0 kJ/mol

Here are the Mulliken charges for atoms 1 to 4, given in e:
1. N -0.227
2. S -0.030
3. S 0.408
4. C 0.636

***

Density functional theory data (ωB97M-V with the def2-TZVPD basis set) for a structure of composition CHF3InNO4S2.

Element x y z (Å)
N -0.50998 1.79354 -0.13910
S 0.97685 1.93865 0.80260
O 3.27204 -0.90229 0.78864
S -0.85598 0.41386 -0.72723
O 0.33184 -0.49160 -1.01113
O -1.84009 0.47492 -1.81307
C -1.74988 -0.63631 0.54775
F -0.94218 -0.94836 1.55571
F -2.78157 0.04902 1.02894
F -2.20418 -1.76210 0.00722
In 2.00612 0.03975 -0.23520
O 3.88617 -0.61070 -0.57121
H 4.03974 -1.47959 -0.96200

Values from the calculation:
**Spin multiplicity**: 1
**Energy relative to the best compared isomer or geometry (same formula, charge and spin)**: 0.0 kJ/mol

Here are the Mulliken charges for atoms 1 to 4, given in e:
1. N -0.417
2. S -0.247
3. O -0.376
4. S 0.883

***

Density functional theory data (ωB97M-V with the def2-TZVPD basis set) for a structure of composition CHF3NO5PmS2.

Element x y z (Å)
N 0.88197 -1.06219 0.42427
S 2.27908 -0.52226 0.02692
O 2.87886 -1.14331 -1.12692
O 2.91704 0.53377 0.76831
S -0.39588 0.05430 0.51082
O 0.82659 1.25586 0.08593
O -0.95624 0.99702 1.57152
C -1.38132 0.02776 -1.12605
F -0.87872 0.87457 -1.98588
F -1.34711 -1.18757 -1.63122
F -2.62378 0.35848 -0.84457
Pm 0.27408 3.05019 1.51973
O -1.37407 -1.19011 1.08309
H -1.10052 -2.04649 0.72405

Values from the calculation:
**Calculated total energy**: -59134.1509 eV
**Spin multiplicity**: 5
**Total charge**: +2

Here are the Mulliken charges for atoms 1 to 4, given in e:
1. N -0.329
2. S 0.903
3. O -0.306
4. O -0.337

***

Density functional theory data (ωB97M-V with the def2-TZVPD basis set) for the molecule CHF3O.

Element x y z (Å)
O 0.18349 0.02891 -1.04780
C 0.11129 0.11739 0.26543
F -0.65552 1.13750 0.71440
F 1.22179 0.17621 0.91717
F -0.48941 -0.98855 0.77460
H -0.37165 -0.47146 -1.62379

Values from the calculation:
**Spin multiplicity**: 1
**SMILES string**: OC(F)(F)F
**Energy relative to the best compared isomer or geometry (same formula, charge and spin)**: 19.9 kJ/mol

Here are the Mulliken charges for atoms 1 to 4, given in e:
1. O -0.478
2. C 0.818
3. F -0.234
4. F -0.200

***

Density functional theory data (ωB97M-V with the def2-TZVPD basis set) for the molecule CHF4N.

Element x y z (Å)
F -0.06174 1.69180 -0.01182
N -0.09924 0.40038 -0.49165
C -1.76478 0.10939 -0.07207
F -2.56302 0.99234 -0.45041
F -1.95534 -1.17026 -0.48830
F -1.89908 0.09647 1.24893
H 0.56827 -0.01785 0.16055

Values from the calculation:
**Spin multiplicity**: 1
**SMILES string**: FNC(F)(F)F
**Energy relative to the best compared isomer or geometry (same formula, charge and spin)**: 94.4 kJ/mol

Here are the Mulliken charges for atoms 1 to 4, given in e:
1. F -0.181
2. N -0.275
3. C 0.822
4. F -0.172

***

Density functional theory data (ωB97M-V with the def2-TZVPD basis set) for the molecule CHF4NO.

Element x y z (Å)
F 0.78389 0.24799 0.22529
C -0.02764 -0.71082 0.67284
F 0.64022 -1.38824 1.59407
O -0.27470 -1.65027 -0.36050
N -0.53693 -1.01411 -1.60203
F -1.93873 -0.67553 -1.52202
F -0.43219 -2.03967 -2.51797
H -0.83285 -0.16803 1.12094

Values from the calculation:
**Spin multiplicity**: 1
**SMILES string**: FC(F)ON(F)F
**Energy relative to the best compared isomer or geometry (same formula, charge and spin)**: 117.4 kJ/mol

Here are the Mulliken charges for atoms 1 to 4, given in e:
1. F -0.247
2. C 0.458
3. F -0.206
4. O -0.182

***

Density functional theory data (ωB97M-V with the def2-TZVPD basis set) for the molecule CHF4O3PS.

Element x y z (Å)
O -0.98632 -1.17154 0.86554
S -1.04447 0.12387 0.21797
O -2.26341 0.75293 0.13873
O 0.08445 1.00872 0.82619
P 1.05117 -0.14969 2.18356
F 2.32176 0.84245 2.13972
C -0.27416 -0.09973 -1.50794
F -0.45096 -1.30631 -2.00828
F -0.76298 0.83141 -2.34577
F 1.00469 0.03637 -1.43597
H 1.32023 -0.86846 0.92625

Values from the calculation:
**Spin multiplicity**: 1
**SMILES string**: O=S(=O)(OPF)C(F)(F)F
**Energy relative to the best compared isomer or geometry (same formula, charge and spin)**: 64.1 kJ/mol

Here are the Mulliken charges for atoms 1 to 4, given in e:
1. O -0.631
2. S 1.160
3. O -0.525
4. O -0.476

***

Density functional theory data (ωB97M-V with the def2-TZVPD basis set) for a structure of composition CHFI2.

Element x y z (Å)
C 0.35099 0.64575 0.41816
F 1.57787 0.56811 0.82805
I -1.01629 5.49313 -1.98070
I -0.42573 2.56375 0.02572
H -0.00252 -0.20728 -0.32252

Values from the calculation:
**Spin multiplicity**: 1
**Energy relative to the best compared isomer or geometry (same formula, charge and spin)**: 228.6 kJ/mol

Here are the Mulliken charges for atoms 1 to 4, given in e:
1. C -0.212
2. F -0.137
3. I -0.050
4. I 0.126

***

Density functional theory data (ωB97M-V with the def2-TZVPD basis set) for a cluster of 2 separate species, CHFI2S in total.

Element x y z (Å)
C 1.27075 -0.45181 -0.28548
F 1.50523 -0.43102 -1.58082
S -1.14632 1.87637 0.43863
I -0.05418 -1.89271 0.49443
I -3.07457 0.58454 0.49079
H 1.49909 0.31463 0.44246

Values from the calculation:
**Spin multiplicity**: 1
**Energy relative to the best compared isomer or geometry (same formula, charge and spin)**: 271.9 kJ/mol

Here are the Mulliken charges for atoms 1 to 4, given in e:
1. C -0.395
2. F -0.168
3. S -0.209
4. I 0.092

***

Here are the calculated strongest force on any atom numbers, same order: 4.30 2.64 3.34 5.92 4.85 1.38 2.82 3.21 3.76 3.78 0.79 3.46 4.94 5.46 3.83 6.68 1.56 4.19 3.12 2.06 (eV Å⁻¹).